Record 1
{"formula": "C4H8N2S", "method": "ωB97M-V/def2-TZVPD", "elements": ["C", "N", "C", "C", "S", "N", "C", "H", "H", "H", "H", "H", "H", "H", "H"], "positions_angstrom": [[1.889, -0.084, -0.532], [0.516, -0.268, -0.212], [-0.311, -0.974, -1.043], [-1.477, -0.408, -1.288], [-1.466, 1.271, -0.656], [-0.131, 0.821, 0.453], [-0.703, 0.535, 1.895], [2.439, 0.386, 0.354], [2.306, -1.029, -0.943], [2.017, 0.694, -1.328], [-0.153, -2.043, -1.164], [-2.365, -0.507, -1.985], [-1.368, -0.326, 1.887], [0.136, 0.443, 2.572], [-1.329, 1.489, 1.991]], "mulliken_charge": [-0.778, 0.249, -0.604, -0.029, -0.077, -0.402, -0.594, 0.217, 0.302, 0.280, 0.310, 0.326, 0.248, 0.272, 0.279], "smiles": "CN1C=CSN1C", "charge": 0, "homo_lumo_gap_ev": 8.401}


Record 2
{"formula": "C8H8NO3S", "method": "ωB97M-V/def2-TZVPD", "elements": ["C", "C", "C", "C", "C", "C", "C", "C", "N", "O", "O", "O", "S", "H", "H", "H", "H", "H", "H", "H", "H"], "positions_angstrom": [[0.909, 2.242, 0.166], [-0.163, 1.529, 0.733], [3.082, -0.862, 0.203], [2.279, 1.574, -0.036], [1.955, -1.859, 0.494], [1.058, -0.682, 0.138], [-1.532, 2.116, 0.698], [0.319, -0.886, -1.178], [2.233, 0.158, 0.031], [0.797, 3.295, -0.495], [4.261, -1.022, 0.078], [3.310, 2.163, -0.263], [0.009, -0.005, 1.473], [2.013, -2.737, -0.095], [1.945, -2.094, 1.613], [-1.879, 2.331, -0.278], [-1.371, 3.201, 1.201], [-2.284, 1.590, 1.327], [0.966, -1.414, -1.820], [-0.009, 0.079, -1.696], [-0.665, -1.288, -0.864]], "mulliken_charge": [0.224, 0.275, 0.345, 0.589, -0.774, 0.576, -1.041, -1.476, 0.254, -0.791, -0.649, -0.588, -0.393, 0.352, 0.224, 0.209, 0.211, 0.360, 0.531, 0.259, 0.305], "charge": -1, "homo_lumo_gap_ev": 6.079}